# C26H41N3O7

An isolated molecule of C26H41N3O7 (wB97M-V/def2-TZVPD, the Open Molecules 2025 dataset).

```
77
Properties=species:S:1:pos:R:3:mulliken_charge:R:1
C 0.0159 4.2699 -2.4980 -1.589
H -1.0588 4.1367 -2.3965 0.322
H 0.1952 5.0915 -3.1888 0.407
C 0.6620 2.9871 -3.0071 1.061
C 0.0863 2.5612 -4.3561 -0.816
C 0.8374 1.3805 -4.9685 -0.868
N 0.7889 0.1907 -4.1475 -0.089
C 1.8969 -0.4178 -3.6907 0.163
O 3.0242 -0.0046 -3.9489 -0.820
C 1.6447 -1.6605 -2.9048 0.026
C 2.7406 -2.6936 -2.8183 -0.990
C 2.3589 -1.9384 -1.5934 0.337
C 3.2834 -0.9078 -0.9536 -1.042
O 4.4108 -0.5867 -1.7052 -0.750
H 4.1134 -0.3226 -2.6039 0.557
H 3.6674 -1.3321 -0.0153 0.581
C 2.4510 0.3586 -0.6063 0.994
N 1.3087 0.0126 0.2081 0.737
C 0.0505 -0.0437 -0.2358 -0.231
O -0.3100 0.2617 -1.3614 -0.613
C -0.9429 -0.5695 0.7956 1.043
N -2.2696 -0.1783 0.4028 -0.075
C -3.3082 -0.1965 1.2685 0.495
O -3.2121 -0.5848 2.4106 -0.626
O -4.4141 0.2611 0.6630 -0.489
C -5.6687 0.3349 1.3837 1.732
C -6.1042 -1.0591 1.8346 -1.605
H -6.1474 -1.7313 0.9802 0.372
H -7.0880 -1.0055 2.2920 0.468
H -5.3982 -1.4553 2.5590 0.323
C -6.6526 0.8973 0.3571 -1.738
H -6.7154 0.2335 -0.5010 0.396
H -7.6377 0.9969 0.8027 0.422
H -6.3161 1.8723 0.0151 0.401
C -5.5399 1.2817 2.5766 -1.612
H -6.5064 1.3971 3.0590 0.475
H -4.8302 0.8826 3.2957 0.322
H -5.1920 2.2570 2.2429 0.373
H -2.3810 0.1670 -0.5403 0.311
C -0.8432 -2.1182 0.8395 -0.996
O 0.4066 -2.6106 1.2425 -0.187
C 0.5915 -2.7533 2.6460 -1.130
C 0.9474 -1.4593 3.3351 1.058
C 2.2360 -0.9471 3.2153 -0.387
C 2.5677 0.2639 3.7996 -0.134
C 1.6129 0.9753 4.5063 -0.755
C 0.3297 0.4702 4.6323 -0.513
C -0.0042 -0.7412 4.0501 -0.574
H -1.0115 -1.1217 4.1401 0.364
H -0.4176 1.0207 5.1834 0.435
H 1.8706 1.9204 4.9594 0.397
H 3.5715 0.6508 3.7073 0.444
H 2.9819 -1.5119 2.6724 0.244
H -0.3115 -3.1853 3.0957 0.469
H 1.4154 -3.4668 2.7421 0.396
H -1.6412 -2.4861 1.4964 0.496
H -1.0117 -2.5034 -0.1717 0.168
H -0.7264 -0.1649 1.7898 -0.028
H 1.5101 -0.2968 1.1500 -0.334
C 3.3091 1.4061 0.1106 -1.324
O 2.6085 2.5984 0.3586 -0.547
H 2.2950 2.9524 -0.4821 0.415
H 4.2105 1.5851 -0.4895 0.308
H 3.6101 1.0305 1.0913 0.396
H 2.0641 0.7867 -1.5369 -0.394
H 1.7643 -2.4609 -0.8533 0.519
H 2.4713 -3.7354 -2.8975 0.335
H 3.6793 -2.4377 -3.2874 0.251
H 0.6226 -2.0128 -2.9670 0.460
H -0.1041 -0.0646 -3.7549 0.288
H 1.8948 1.6250 -5.0989 0.412
H 0.4097 1.1472 -5.9513 0.334
H 0.1395 3.3954 -5.0592 0.384
H -0.9658 2.2956 -4.2297 0.308
H 0.4832 2.1872 -2.2877 -0.666
H 1.7405 3.1340 -3.1109 0.355
H 0.4166 4.5463 -1.5250 0.373
```

Computed properties:
Net charge   0
Calculated total energy   -46432.1535 eV
HOMO-LUMO gap   9.78 eV
HOMO energy   -0.3367 Ha
SMILES   CCCCNC(=O)[C@H]1C[C@H]1[C@@H](O)[C@H](CO)NC(=O)[C@H](COCc1ccccc1)NC(=O)OC(C)(C)C

=====

# C26H42BrN3OP2Pt

C26H42BrN3OP2Pt as an isolated structure (wB97M-V/def2-TZVPD, the Open Molecules 2025 dataset).

```
76
Properties=species:S:1:pos:R:3:lowdin_spin:R:1
C 2.8353 4.6959 -0.9239 0.061
C 1.7961 3.8824 -1.4196 0.012
C 1.8471 3.5997 -2.8140 0.056
C 2.8321 4.2163 -3.6054 0.076
N 3.7095 5.1076 -3.1389 0.738
C 3.7362 5.3117 -1.8172 0.075
C 0.7344 3.5246 -0.5225 0.170
C -0.2128 3.1522 0.1828 0.003
C -1.4065 2.5472 0.6482 0.221
C -1.5068 1.1309 1.0616 0.219
C -2.7153 0.3641 0.7292 0.168
C -3.7704 1.1191 0.1201 0.206
C -3.7700 2.4916 0.2451 0.094
C -2.6185 3.2120 0.6132 0.049
Pt -1.0493 -0.3519 -0.3157 0.586
P 1.2738 -0.3630 -0.6548 0.252
H 1.0751 2.9970 -3.2878 0.005
H 2.8948 4.9147 0.1399 0.006
H 2.9139 3.9817 -4.6720 0.016
H 4.5172 5.9769 -1.4331 0.015
H -2.6659 4.2751 0.8228 0.001
H -0.8746 0.8436 1.8884 0.020
H -4.6658 3.0195 -0.0172 0.001
H -2.9586 -0.6169 1.1610 0.013
C 1.7346 -2.0851 -0.2003 0.072
C 3.0382 -2.6303 -0.7719 0.032
H 0.8931 -2.7318 -0.4926 0.007
H 1.7396 -2.0737 0.9014 0.000
H 3.1254 -3.6726 -0.4506 0.008
H 3.0663 -2.6412 -1.8680 0.001
H 3.9108 -2.0923 -0.3875 0.001
C 1.8242 -0.0934 -2.4029 0.028
C 3.2831 0.3585 -2.6225 0.011
H 1.1245 0.6536 -2.8217 0.004
H 1.6226 -1.0372 -2.9445 0.000
H 3.4605 0.3889 -3.7119 0.002
H 3.4673 1.3824 -2.2462 0.000
H 4.0095 -0.3441 -2.1702 0.000
C 2.3355 0.7296 0.4004 0.033
C 3.7522 0.2406 0.6938 0.013
H 1.7783 0.8487 1.3415 0.002
H 2.3281 1.7181 -0.0790 0.000
H 4.1881 0.9026 1.4530 0.002
H 3.7563 -0.7741 1.1077 0.000
H 4.4035 0.2893 -0.1923 0.000
Br -5.3767 0.3871 -0.7181 0.167
P -1.9266 -1.7794 -1.7759 0.271
C -0.7824 -2.6671 -2.8352 0.063
C -1.3898 -3.9752 -3.3075 0.029
H 0.1480 -2.8347 -2.2755 0.004
H -0.5403 -1.9890 -3.6672 0.000
H -0.6824 -4.4937 -3.9582 0.008
H -1.6255 -4.6395 -2.4714 0.001
H -2.3164 -3.8103 -3.8661 0.000
C -2.7664 -2.8528 -0.5535 0.062
C -4.1238 -3.3397 -1.0251 0.023
H -2.8641 -2.2869 0.3876 0.009
H -2.0683 -3.6774 -0.3453 0.002
H -4.5611 -3.9757 -0.2467 0.005
H -4.8191 -2.5123 -1.2076 0.001
H -4.0399 -3.9307 -1.9434 0.000
C -3.0302 -0.7661 -2.7954 0.030
C -3.4859 -1.3497 -4.1276 0.009
H -2.5524 0.2230 -2.9027 0.006
H -3.9099 -0.5795 -2.1449 0.003
H -4.1986 -0.6427 -4.5770 0.002
H -2.6592 -1.4994 -4.8356 0.000
H -3.9914 -2.3115 -3.9662 0.000
N 1.3993 -0.5489 4.4260 0.000
C 0.3476 -0.2346 3.6022 0.002
N -0.6563 0.4689 4.1873 0.004
O 0.3799 -0.5409 2.3934 0.018
H 1.2218 -0.6361 5.4212 0.000
H 2.0423 -1.2160 4.0198 0.000
H -1.4107 0.8265 3.6159 0.001
H -0.5504 0.8186 5.1307 0.000
```

Computed properties:
Expectation value of S²   6.0573
Net charge   +4
Calculated total energy   -125981.0152 eV
2S+1   5
HOMO-LUMO gap (spin up / spin down)   6.64 / 4.34 eV
HOMO energy (spin up / spin down)   -0.7028 / -0.7303 Ha

=====

# C26H42BrN3P2PtS

C26H42BrN3P2PtS as an isolated structure (wB97M-V/def2-TZVPD, the Open Molecules 2025 dataset).

```
76
Properties=species:S:1:pos:R:3:lowdin_spin:R:1
C 4.2458 2.0418 -3.3284 0.071
C 3.1667 2.8107 -2.8636 -0.008
C 3.0867 4.1602 -3.2741 0.068
C 4.1295 4.6624 -4.0675 0.070
N 5.1633 3.9185 -4.4793 0.750
C 5.2207 2.6389 -4.1201 0.079
C 2.3300 2.1382 -1.9168 0.120
C 2.2884 1.0411 -1.1660 0.070
C 2.7306 -0.0814 -0.3929 0.094
C 2.2353 -1.3871 -0.6158 -0.012
C 2.1645 -2.2913 0.4316 0.144
C 2.2919 -1.8556 1.7701 0.131
C 2.9902 -0.6414 1.9562 0.015
C 3.2002 0.2232 0.9064 0.050
Pt 0.7521 2.1968 -0.7488 0.580
P -1.8434 -1.6225 -0.6572 0.482
H 2.2659 4.8126 -2.9815 0.006
H 4.3173 1.0031 -3.0259 0.006
H 4.1485 5.7049 -4.3962 0.015
H 6.0666 2.0460 -4.4615 0.016
H 3.6564 1.1950 1.0798 0.002
H 1.8607 -1.6557 -1.6053 -0.002
H 3.2953 -0.3704 2.9642 -0.001
H 1.9432 -3.3384 0.2367 0.002
C -3.4074 -2.4251 -0.0666 0.045
C -4.7109 -2.0832 -0.7673 0.011
H -3.4677 -2.1208 0.9888 0.009
H -3.2189 -3.5066 -0.0744 0.003
H -5.5021 -2.7113 -0.3462 0.002
H -5.0016 -1.0441 -0.5926 0.001
H -4.6912 -2.2691 -1.8452 0.000
C -2.3049 -0.3319 -1.9232 0.099
C -1.8562 -0.5291 -3.3669 0.017
H -1.8424 0.5934 -1.5380 0.009
H -3.3942 -0.1837 -1.8845 0.007
H -1.9607 0.4250 -3.8978 0.004
H -0.8041 -0.8225 -3.4296 0.001
H -2.4700 -1.2581 -3.9066 0.000
C -0.9773 -2.9517 -1.5855 0.035
C -1.8467 -3.8018 -2.5127 0.019
H -0.5053 -3.5974 -0.8284 -0.001
H -0.1496 -2.4725 -2.1319 0.001
H -1.1944 -4.4782 -3.0814 0.004
H -2.5471 -4.4245 -1.9425 0.000
H -2.4129 -3.2073 -3.2413 0.001
Br -0.5851 -2.0326 1.6417 0.681
P -0.4557 1.9396 1.0482 0.075
C -2.1939 1.4155 1.0998 0.008
C -3.1899 2.0962 2.0319 0.002
H -2.1184 0.3506 1.3860 0.006
H -2.5653 1.4216 0.0671 0.001
H -4.1983 1.9176 1.6429 0.000
H -3.1686 1.6722 3.0386 0.000
H -3.0576 3.1770 2.1012 0.000
C 0.1139 1.2005 2.6297 0.004
C -0.4149 1.9615 3.8389 0.004
H 1.2084 1.1469 2.5909 0.000
H -0.2595 0.1628 2.5834 0.001
H -0.1774 1.3798 4.7324 0.000
H 0.0514 2.9455 3.9478 0.000
H -1.5004 2.1067 3.8202 0.000
C 0.2238 3.6546 1.3462 0.076
C -0.9406 4.6091 1.5271 0.023
H 0.9072 3.9563 0.5028 0.013
H 0.8412 3.5581 2.2506 0.006
H -0.6096 5.6081 1.2178 0.001
H -1.8162 4.3277 0.9259 0.002
H -1.2072 4.6457 2.5935 0.004
N 1.0578 -5.1358 4.0717 0.004
C 1.2688 -4.3337 3.0050 0.013
N 0.7910 -4.7562 1.8338 0.008
S 2.2408 -2.9141 3.2300 0.048
H 0.2216 -5.7148 4.0511 0.000
H 1.3187 -4.7667 4.9779 0.000
H 0.3961 -4.0650 1.1910 0.001
H 0.3777 -5.6840 1.8043 0.000
```

Computed properties:
Expectation value of S²   6.0424
Net charge   +4
Calculated total energy   -134768.6145 eV
2S+1   5
HOMO-LUMO gap (spin up / spin down)   6.30 / 4.77 eV
HOMO energy (spin up / spin down)   -0.6742 / -0.7220 Ha

=====

Which of these has the highest calculated total energy? C26H41N3O7

=====

What is the formula in the first record? C26H41N3O7

=====

What is the formula in the first record? C26H41N3O7